(1)
Entry from the OMol25 dataset: a single C19H22N2O molecule (ωB97M-V/def2-TZVPD).

Last column: natural (NBO) charge in e.
Atoms and positions in Å:
1 C -4.48786 -0.85224 0.04639  -0.604
2 H -4.39926 -0.25364 0.94943  0.198
3 H -5.11205 -0.30775 -0.65810  0.213
4 H -4.99185 -1.78226 0.30281  0.202
5 C -3.12151 -1.14291 -0.56981  -0.224
6 C -3.28984 -2.01044 -1.81556  -0.597
7 H -3.95781 -1.52989 -2.52635  0.209
8 H -2.33167 -2.17301 -2.30413  0.209
9 H -3.71043 -2.97847 -1.55017  0.199
10 C -2.19547 -1.84111 0.43351  -0.402
11 H -2.74828 -2.62706 0.95231  0.205
12 H -1.37386 -2.31189 -0.11051  0.209
13 C -1.59084 -0.89038 1.47493  -0.203
14 N -0.65432 0.02848 0.88590  -0.370
15 C 0.61786 -0.30462 0.48782  0.150
16 C 1.30990 -1.49956 0.62790  -0.248
17 C 2.60167 -1.56266 0.14135  -0.227
18 C 3.21633 -0.47134 -0.48229  -0.046
19 C 2.52509 0.72272 -0.61504  -0.204
20 C 1.22787 0.81230 -0.13271  -0.010
21 C 0.25554 1.86667 -0.10607  -0.044
22 C 0.26398 3.18138 -0.55317  -0.185
23 C -0.86562 3.95121 -0.36516  -0.248
24 C -1.99234 3.42421 0.26261  -0.191
25 C -2.02415 2.12001 0.71571  -0.267
26 C -0.89394 1.33502 0.52769  0.160
27 H -2.90907 1.73401 1.19829  0.214
28 H -2.86221 4.05015 0.39798  0.213
29 H -0.88171 4.97569 -0.70575  0.213
30 H 1.13957 3.58750 -1.03666  0.212
31 H 2.99349 1.57200 -1.08928  0.216
32 C 4.63352 -0.57283 -0.96696  -0.522
33 C 5.63511 0.05863 -0.00123  0.680
34 O 6.62414 0.64952 -0.36751  -0.613
35 N 5.34459 -0.14007 1.30435  -0.830
36 H 4.47430 -0.55715 1.58555  0.402
37 H 5.93936 0.27230 2.00311  0.403
38 H 4.75554 -0.07476 -1.92977  0.242
39 H 4.92370 -1.61941 -1.08792  0.233
40 H 3.15171 -2.48901 0.23615  0.213
41 H 0.86319 -2.36126 1.10068  0.216
42 H -1.06772 -1.47551 2.23930  0.207
43 H -2.37455 -0.31625 1.97146  0.209
44 H -2.66010 -0.19631 -0.87111  0.206

Forces on atoms 1 to 3 (eV/Å):
0.27 0.09 -0.10
-0.07 0.09 0.15
-0.12 0.07 -0.03

The energy comes out at -922.02922 Eh. As for the SMILES: CC(C)CCn1c2ccccc2c2cc(CC(N)=O)ccc21.

***

(2)
Entry from the OMol25 dataset: 5 unconnected molecules or ions with the total composition C2H13NO4 (ωB97M-V/def2-TZVPD).

Last column: natural (NBO) charge in e.
Atoms and positions in Å:
1 C 0.44591 -1.22952 1.22303  -0.445
2 C -0.92481 -1.92118 -0.54419  -0.046
3 N 0.12771 -1.32898 -0.21759  -0.430
4 H 0.66216 -0.18470 1.39653  0.212
5 H -0.41681 -1.64677 1.75430  0.182
6 H 1.27395 -1.86601 1.53507  0.220
7 H -1.35694 -1.84759 -1.53705  0.186
8 H -1.47416 -2.52578 0.19372  0.135
9 H 0.48546 0.49134 -0.80930  0.477
10 H 0.04276 1.96059 -0.61539  0.481
11 O 0.55670 1.38274 -1.19539  -0.978
12 H -0.60771 1.87710 1.66391  0.466
13 H -0.55451 3.31359 2.09110  0.483
14 O -0.30893 2.73931 1.34854  -0.946
15 H 2.32316 -1.63381 -2.31339  0.464
16 H 1.95628 -0.16087 -2.57426  0.482
17 O 2.69625 -0.77197 -2.51415  -0.946
18 H -1.82037 0.55448 0.92968  0.461
19 H -3.01666 -0.22592 1.35465  0.475
20 O -2.41483 0.45140 1.68419  -0.935

Forces on atoms 1 to 3 (eV/Å):
-0.64 -1.45 -0.76
-0.54 -0.56 0.45
0.58 0.86 0.25

The energy comes out at -439.66523 Eh. As for the SMILES: C=NC.O.O.O.O.